# C50H70AuN3O2P

A structure of composition C50H70AuN3O2P in a non-equilibrium geometry (wB97M-V/def2-TZVPD, the Open Molecules 2025 dataset).

Values from the calculation:
Molar mass = 973.1 g/mol
Energy relative to the best compared isomer or geometry (same formula, charge and spin) = 3.4 kcal per mole
Highest occupied orbital energy = -4.904 eV
Total charge = -1
Frontier orbital gap = 6.6 eV

Last column: Mulliken charge in e.
Element x y z (Å)
Au: 0.660 0.548 1.074  2.811
C: -3.676 2.251 3.392  -1.904
C: -3.183 1.308 2.291  2.595
C: -3.662 -0.123 2.535  -1.606
C: -3.580 1.871 0.944  0.692
C: -4.879 1.725 0.475  -0.199
C: -5.284 2.322 -0.707  -1.621
C: -4.376 3.093 -1.416  -0.508
C: -3.065 3.255 -0.982  0.577
C: -2.111 4.119 -1.783  1.044
C: -2.447 5.601 -1.597  -1.720
C: -2.089 3.751 -3.268  -1.292
C: -2.647 2.621 0.206  -0.644
N: -1.300 2.641 0.587  1.357
C: -0.838 3.739 1.141  -0.411
O: -1.456 4.757 1.522  -0.874
C: 0.681 3.787 1.272  0.055
C: 1.298 4.942 1.737  -0.790
C: 2.683 4.997 1.768  -0.726
C: 3.424 3.916 1.315  -0.773
C: 2.736 2.799 0.872  -0.239
N: 1.412 2.747 0.870  0.315
C: 3.451 1.602 0.293  0.001
O: 4.685 1.668 0.172  -0.826
N: 2.644 0.611 -0.071  1.632
C: 3.235 -0.438 -0.821  -1.337
C: 3.434 -0.273 -2.204  0.743
C: 4.050 -1.292 -2.923  -0.313
C: 4.457 -2.464 -2.309  -0.872
C: 4.246 -2.625 -0.951  -0.223
C: 3.639 -1.629 -0.194  1.017
C: 3.508 -1.784 1.306  2.537
C: 3.216 -3.215 1.751  -1.912
C: 4.771 -1.257 1.995  -1.700
C: 3.041 1.012 -2.910  1.124
C: 2.450 0.768 -4.300  -1.820
C: 4.240 1.960 -3.030  -1.746
H: -3.393 1.892 4.387  0.503
H: -4.767 2.326 3.364  0.420
H: -3.264 3.252 3.247  0.311
H: -2.092 1.309 2.308  -1.388
H: -4.752 -0.188 2.572  0.457
H: -3.288 -0.488 3.497  0.259
H: -3.310 -0.806 1.757  0.145
H: -5.590 1.139 1.048  0.327
H: -6.299 2.199 -1.067  0.341
H: -4.694 3.581 -2.331  0.274
H: -1.110 3.943 -1.389  -0.056
H: -3.453 5.813 -1.972  0.335
H: -1.743 6.228 -2.152  0.427
H: -2.400 5.867 -0.542  0.383
H: -3.047 3.964 -3.750  0.305
H: -1.869 2.692 -3.409  0.144
H: -1.324 4.331 -3.790  0.478
H: 0.666 5.761 2.048  0.578
H: 3.184 5.888 2.126  0.386
H: 4.504 3.906 1.283  0.573
H: 4.217 -1.164 -3.987  0.238
H: 4.934 -3.247 -2.887  0.349
H: 4.564 -3.542 -0.467  0.245
H: 2.670 -1.157 1.610  -1.693
H: 4.099 -3.855 1.668  0.527
H: 2.418 -3.669 1.159  0.418
H: 2.912 -3.228 2.802  0.273
H: 5.638 -1.845 1.681  0.355
H: 4.687 -1.339 3.083  0.439
H: 4.960 -0.218 1.727  0.290
H: 2.282 1.497 -2.291  -0.315
H: 3.226 0.482 -5.015  0.478
H: 1.985 1.681 -4.676  0.421
H: 1.699 -0.021 -4.291  0.426
H: 5.005 1.508 -3.669  0.361
H: 4.686 2.163 -2.058  0.350
H: 3.934 2.905 -3.489  0.395
C: 0.767 -3.196 -3.544  -1.980
C: 0.078 -3.725 -2.283  2.395
C: -1.037 -4.702 -2.653  -1.827
C: 1.125 -4.488 -1.461  -1.961
P: -0.390 -2.242 -1.215  0.793
C: -1.356 -3.090 0.106  0.885
C: -2.674 -3.545 0.020  -0.357
C: -3.291 -4.165 1.096  -0.723
C: -2.596 -4.363 2.282  -1.020
C: -1.282 -3.936 2.383  -0.489
C: -0.677 -3.299 1.306  -0.800
C: -1.628 -1.151 -2.120  2.843
C: -2.582 -1.763 -3.148  -2.262
C: -2.442 -0.422 -1.050  -2.651
C: -0.772 -0.095 -2.836  -1.765
H: 1.217 -4.032 -4.090  0.544
H: 1.567 -2.494 -3.291  0.347
H: 0.069 -2.699 -4.219  0.261
H: -0.619 -5.504 -3.271  0.527
H: -1.842 -4.236 -3.218  0.279
H: -1.467 -5.163 -1.763  0.321
H: 1.497 -5.335 -2.047  0.619
H: 0.700 -4.883 -0.536  0.247
H: 1.974 -3.847 -1.214  0.294
H: -3.234 -3.409 -0.895  0.022
H: -4.320 -4.494 1.009  0.459
H: -3.080 -4.845 3.123  0.392
H: -0.728 -4.085 3.302  0.474
H: 0.343 -2.940 1.393  0.167
H: -3.256 -2.502 -2.715  0.215
H: -2.052 -2.229 -3.979  0.436
H: -3.202 -0.962 -3.562  0.482
H: -3.176 -1.068 -0.568  0.262
H: -2.981 0.415 -1.504  0.588
H: -1.795 0.000 -0.274  0.348
H: -0.126 -0.541 -3.592  0.126
H: -0.144 0.452 -2.130  0.269
H: -1.430 0.621 -3.337  0.154
C: -0.160 -1.193 4.955  -1.744
C: 0.369 -0.103 4.018  2.878
C: 1.891 0.012 4.142  -1.513
C: -0.260 1.259 4.401  -1.474
C: -0.065 -0.331 2.601  -1.762
H: 0.106 -0.974 5.992  0.421
H: 0.269 -2.165 4.698  0.241
H: -1.247 -1.269 4.888  0.305
H: 2.155 0.332 5.153  0.558
H: 2.290 0.736 3.429  0.155
H: 2.371 -0.950 3.953  0.204
H: 0.110 1.532 5.393  0.666
H: -1.347 1.202 4.444  0.216
H: 0.017 2.038 3.690  0.025
H: -0.899 -1.037 2.550  -0.290

# C50H70N6O5

A cluster of 11 separate species, C50H70N6O5 in total in a non-equilibrium geometry (wB97M-V/def2-TZVPD, the Open Molecules 2025 dataset).

Values from the calculation:
Molar mass = 835.1 g/mol
Energy relative to the best compared isomer or geometry (same formula, charge and spin) = 23.6 kcal per mole
Structure (SMILES) = c1ccncc1.c1ccncc1.c1ccncc1.c1ccncc1.c1ccncc1.c1ccncc1.C1CCOC1.C1CCOC1.C1CCOC1.C1CCOC1.C1CCOC1
Highest occupied orbital energy = -9.323 eV
Frontier orbital gap = 9.6 eV

Last column: Mulliken charge in e.
Element x y z (Å)
C: 1.465 -0.191 -4.868  -0.195
C: 1.193 1.101 -4.460  -0.077
C: -0.063 1.649 -4.685  -0.486
N: -1.044 0.966 -5.283  -0.457
C: -0.785 -0.274 -5.704  -0.515
C: 0.450 -0.880 -5.533  -0.354
H: 2.462 -0.596 -4.773  0.453
H: 1.991 1.710 -4.048  0.443
H: -0.281 2.694 -4.483  0.338
H: -1.606 -0.802 -6.182  0.374
H: 0.653 -1.836 -6.005  0.445
C: 1.440 2.935 3.171  0.479
C: 0.179 2.455 3.373  -0.173
C: -0.484 2.858 4.530  -0.940
N: 0.070 3.652 5.430  -0.572
C: 1.324 4.009 5.259  -0.433
C: 2.037 3.763 4.098  -0.355
H: 1.960 2.679 2.250  0.129
H: -0.320 1.812 2.661  0.623
H: -1.536 2.601 4.632  0.436
H: 1.780 4.621 6.033  0.388
H: 3.013 4.164 3.866  0.420
C: 0.859 -4.398 -2.333  -0.527
C: 0.892 -3.948 -3.639  0.531
C: 1.726 -4.586 -4.524  -0.488
N: 2.636 -5.496 -4.167  -0.593
C: 2.629 -5.876 -2.904  -0.268
C: 1.784 -5.342 -1.940  -0.528
H: 0.226 -3.925 -1.592  0.670
H: 0.184 -3.209 -3.988  0.042
H: 1.769 -4.323 -5.577  0.349
H: 3.364 -6.601 -2.556  0.379
H: 1.859 -5.747 -0.939  0.412
C: 6.508 -1.573 -2.741  -0.181
C: 5.442 -2.361 -2.303  -0.802
C: 4.219 -1.739 -2.196  0.090
N: 3.999 -0.440 -2.379  0.020
C: 5.066 0.309 -2.704  -0.192
C: 6.324 -0.212 -2.935  -0.831
H: 7.445 -2.096 -2.913  0.362
H: 5.509 -3.431 -2.189  0.426
H: 3.322 -2.353 -2.094  0.247
H: 4.892 1.376 -2.832  0.476
H: 7.194 0.344 -3.261  0.417
C: -3.354 3.433 1.863  0.066
C: -4.432 4.097 2.440  -0.695
C: -4.174 5.329 3.020  -0.302
N: -3.004 5.930 3.047  -0.614
C: -2.002 5.264 2.524  -0.365
C: -2.111 4.043 1.880  -0.037
H: -3.450 2.408 1.511  0.457
H: -5.381 3.591 2.550  0.414
H: -4.946 5.825 3.607  0.365
H: -1.000 5.684 2.610  0.414
H: -1.325 3.483 1.395  0.281
C: 4.806 3.390 1.442  -0.528
C: 5.439 4.615 1.577  -0.495
C: 5.508 5.414 0.447  -0.304
N: 5.039 5.098 -0.739  -0.602
C: 4.492 3.907 -0.833  -0.276
C: 4.377 3.008 0.201  0.109
H: 4.808 2.721 2.298  0.562
H: 5.843 4.918 2.531  0.410
H: 5.951 6.405 0.555  0.337
H: 3.942 3.675 -1.743  0.503
H: 3.905 2.051 0.017  0.278
C: 1.997 -1.152 4.603  0.216
C: 2.551 -2.474 5.124  -0.633
C: 2.687 -2.201 6.610  -0.490
O: 1.586 -1.341 6.922  -0.513
C: 1.100 -0.676 5.755  0.096
H: 1.436 -1.320 3.678  -0.314
H: 2.798 -0.448 4.365  0.364
H: 3.513 -2.719 4.650  0.376
H: 2.000 -3.395 4.910  0.209
H: 3.656 -1.748 6.838  0.257
H: 2.531 -3.109 7.192  0.335
H: 1.176 0.383 5.983  0.190
H: 0.105 -1.047 5.499  -0.027
C: -3.191 3.473 -3.023  0.760
C: -3.869 4.687 -2.377  -0.412
C: -5.385 4.359 -2.425  -0.421
O: -5.481 2.977 -2.763  -0.431
C: -4.351 2.605 -3.509  -0.410
H: -2.510 2.926 -2.363  -0.580
H: -2.489 3.757 -3.813  0.121
H: -3.596 5.622 -2.872  0.336
H: -3.561 4.879 -1.346  0.028
H: -5.878 5.063 -3.112  0.234
H: -5.850 4.450 -1.444  0.340
H: -4.518 2.687 -4.603  0.242
H: -4.226 1.516 -3.472  0.246
C: -3.617 -3.733 4.053  -0.571
C: -2.882 -2.371 4.075  -0.660
C: -1.579 -2.654 3.286  1.031
O: -1.667 -3.966 2.765  -0.464
C: -3.048 -4.332 2.780  -0.351
H: -4.689 -3.557 4.033  0.359
H: -3.293 -4.373 4.873  0.265
H: -2.706 -1.979 5.074  0.365
H: -3.496 -1.647 3.530  0.279
H: -0.744 -2.630 3.996  -0.450
H: -1.363 -1.916 2.508  -0.403
H: -3.242 -5.406 2.714  0.367
H: -3.510 -3.927 1.865  0.137
C: -0.820 -0.418 -0.275  -0.102
C: 0.585 -0.944 0.096  0.551
C: 1.515 0.295 0.012  -0.499
O: 0.607 1.406 0.161  -0.478
C: -0.505 1.031 -0.652  0.215
H: -1.462 -0.413 0.606  0.150
H: -1.336 -0.919 -1.093  0.148
H: 1.016 -1.776 -0.462  0.145
H: 0.516 -1.306 1.127  -0.698
H: 1.984 0.378 -0.972  0.070
H: 2.208 0.226 0.849  0.715
H: -0.208 1.110 -1.709  -0.304
H: -1.353 1.706 -0.529  0.091
C: -4.126 -3.124 -2.588  -0.489
C: -4.806 -4.496 -2.553  -0.608
C: -3.595 -5.418 -2.550  -0.421
O: -2.647 -4.791 -3.391  -0.398
C: -2.918 -3.393 -3.507  0.579
H: -3.840 -2.709 -1.621  0.142
H: -4.839 -2.419 -3.030  0.354
H: -5.428 -4.581 -3.447  0.277
H: -5.475 -4.609 -1.701  0.355
H: -3.824 -6.425 -2.898  0.325
H: -3.197 -5.491 -1.527  0.191
H: -3.094 -3.063 -4.533  0.139
H: -2.024 -2.870 -3.145  -0.437

# C50H71F4O7PS2

A cluster of 5 separate species, C50H71F4O7PS2 in total in a non-equilibrium geometry (wB97M-V/def2-TZVPD, the Open Molecules 2025 dataset).

Values from the calculation:
Molar mass = 955.2 g/mol
Structure (SMILES) = CCCCCCCCCCCCCC[C@H]1C[C@@](P(C)CC)(S(C)(=O)=O)S(=O)(=O)O[C@]1(C)COC(C)=O.Fc1ccccc1.Fc1ccccc1.Fc1ccccc1.Fc1ccccc1
Highest occupied orbital energy = -8.893 eV
Frontier orbital gap = 9.4 eV

Last column: Mulliken charge in e.
Element x y z (Å)
C: 6.303 -1.335 -0.554  -0.731
C: 6.259 -1.461 1.059  -0.362
C: 6.361 0.049 1.643  -0.461
C: 4.956 0.848 1.604  -0.247
C: 5.032 2.095 0.556  -0.660
C: 3.622 2.887 0.637  -0.654
C: 3.079 3.385 -0.787  -0.231
C: 1.633 4.129 -0.671  -1.022
C: 0.413 3.193 -1.123  -0.009
C: 0.418 2.827 -2.706  -0.476
C: -1.079 2.332 -3.053  0.113
C: -1.121 0.962 -3.925  -1.254
C: -0.811 -0.312 -3.002  0.569
C: -2.155 -1.066 -2.464  -0.998
C: -2.366 -0.886 -0.874  0.714
C: -3.987 -0.971 -0.642  -1.616
C: -4.398 -0.458 0.857  0.678
P: -5.093 1.303 0.796  -0.342
C: -4.350 2.211 -0.727  -0.541
C: -4.525 2.356 2.269  -0.457
C: -5.685 3.453 2.534  -0.959
S: -5.676 -1.655 1.567  1.589
C: -6.500 -0.973 3.097  -0.818
O: -5.029 -2.978 1.956  -0.688
O: -6.771 -1.982 0.586  -0.724
S: -2.880 -0.668 1.897  1.317
O: -3.326 -0.896 3.334  -0.741
O: -1.962 0.523 1.916  -0.594
O: -2.144 -2.079 1.407  -0.532
C: -1.640 -1.992 0.026  1.694
C: -1.798 -3.504 -0.546  -1.259
C: -0.067 -1.609 0.192  -0.903
O: 0.737 -2.045 -0.932  -0.192
C: 2.115 -1.745 -0.762  0.095
C: 2.558 -0.232 -1.104  0.439
O: 2.960 -2.608 -0.413  -0.578
H: 5.291 -1.559 -1.049  -0.013
H: 6.679 -0.296 -0.886  0.241
H: 7.027 -2.146 -0.924  0.356
H: 7.179 -2.032 1.451  0.321
H: 5.270 -1.882 1.454  0.261
H: 6.664 -0.033 2.740  -0.128
H: 7.131 0.644 1.031  0.418
H: 4.740 1.305 2.639  0.394
H: 4.053 0.169 1.372  0.024
H: 5.209 1.645 -0.479  0.185
H: 5.863 2.826 0.849  0.437
H: 3.777 3.757 1.381  0.427
H: 2.868 2.151 1.114  0.183
H: 2.893 2.483 -1.486  -0.034
H: 3.786 4.093 -1.334  0.409
H: 1.639 5.148 -1.190  0.320
H: 1.492 4.356 0.456  0.401
H: 0.385 2.233 -0.477  -0.273
H: -0.553 3.764 -0.840  0.436
H: 0.568 3.841 -3.241  0.442
H: 1.227 2.067 -2.966  0.228
H: -1.582 2.082 -2.059  -0.446
H: -1.704 3.161 -3.545  0.486
H: -0.357 1.044 -4.789  0.290
H: -2.185 0.897 -4.359  0.390
H: -0.294 0.096 -2.049  -0.669
H: -0.075 -1.018 -3.508  0.559
H: -2.253 -2.135 -2.840  0.269
H: -3.025 -0.481 -2.954  0.383
H: -1.987 0.183 -0.646  -0.168
H: -4.303 -2.083 -0.657  -0.337
H: -4.579 -0.450 -1.459  0.610
H: -4.872 1.923 -1.701  0.315
H: -4.423 3.356 -0.591  0.478
H: -3.236 1.964 -0.722  -0.204
H: -3.605 2.952 1.896  0.332
H: -4.233 1.751 3.188  0.485
H: -5.309 4.417 3.013  0.336
H: -6.153 3.674 1.501  0.272
H: -6.502 2.924 3.148  0.256
H: -6.239 -1.710 3.947  0.370
H: -6.051 0.037 3.424  0.163
H: -7.630 -0.949 2.968  0.330
H: -2.855 -3.639 -0.993  0.004
H: -1.737 -4.269 0.316  0.418
H: -1.069 -3.738 -1.387  0.223
H: 0.284 -2.230 1.106  0.600
H: 0.090 -0.515 0.488  0.231
H: 1.988 0.483 -0.423  -0.256
H: 2.337 0.016 -2.207  0.383
H: 3.671 -0.055 -0.922  -0.180
F: -4.959 -1.777 -3.075  -0.023
C: -5.555 -2.841 -3.645  0.338
C: -5.620 -4.037 -2.949  -0.013
C: -6.240 -5.135 -3.536  -0.736
C: -6.778 -5.027 -4.816  -0.552
C: -6.702 -3.821 -5.507  -0.298
C: -6.092 -2.720 -4.917  -0.879
H: -5.189 -4.105 -1.957  0.367
H: -6.304 -6.074 -2.997  0.389
H: -7.258 -5.885 -5.274  0.406
H: -7.118 -3.740 -6.505  0.471
H: -6.032 -1.771 -5.437  0.391
F: 8.118 1.314 4.403  -0.309
C: 8.268 0.438 5.409  0.235
C: 8.785 -0.821 5.143  -0.268
C: 8.945 -1.727 6.186  -0.472
C: 8.575 -1.368 7.480  -0.495
C: 8.052 -0.103 7.734  -0.317
C: 7.902 0.807 6.693  -0.375
H: 9.060 -1.084 4.128  0.435
H: 9.356 -2.712 5.991  0.365
H: 8.696 -2.078 8.293  0.357
H: 7.761 0.173 8.741  0.332
H: 7.506 1.796 6.873  0.524
F: -8.189 -4.784 -8.450  -0.273
C: -7.647 -4.492 -9.644  0.400
C: -6.434 -3.823 -9.695  -0.183
C: -5.871 -3.526 -10.932  -0.496
C: -6.531 -3.891 -12.102  -0.444
C: -7.751 -4.558 -12.038  -0.437
C: -8.310 -4.866 -10.802  -0.450
H: -5.938 -3.540 -8.774  0.430
H: -4.918 -3.009 -10.984  0.351
H: -6.093 -3.654 -13.066  0.357
H: -8.267 -4.838 -12.950  0.353
H: -9.255 -5.393 -10.733  0.404
F: 6.927 2.543 8.671  -0.194
C: 6.782 3.823 9.053  0.428
C: 6.109 4.708 8.226  -0.360
C: 5.955 6.032 8.625  -0.436
C: 6.485 6.458 9.840  -0.506
C: 7.164 5.561 10.660  -0.391
C: 7.309 4.234 10.268  -0.407
H: 5.710 4.361 7.280  0.415
H: 5.423 6.731 7.989  0.350
H: 6.368 7.492 10.148  0.355
H: 7.580 5.894 11.604  0.351
H: 7.827 3.520 10.897  0.393

Among the records above, which one has the highest frontier orbital gap?
C50H70N6O5